# 1
C6H9N | wB97M-V/def2-TZVPD

The HOMO-LUMO gap comes out at 0.338 hartree.

```
! wB97M-V def2-TZVPD RIJCOSX def2/J DEFGRID3
* xyz 0 1
C 1.212 -2.129 -0.394
C 0.358 -0.966 -0.022
C -0.531 -0.237 -0.696
C -1.051 0.831 0.232
C -0.388 0.586 1.583
C -0.680 2.253 -0.215
N 0.411 -0.438 1.313
H 1.089 -2.949 0.322
H 0.957 -2.501 -1.389
H 2.272 -1.853 -0.394
H -0.810 -0.374 -1.734
H -2.140 0.786 0.362
H 0.406 2.364 -0.269
H -1.101 2.471 -1.200
H -1.046 2.993 0.500
H 1.041 -0.836 2.000
*
```

Computed Löwdin charges, given in elementary charges: number 1, C, carries -0.04; number 2, C, carries -0.31; number 3, C, carries -0.02; number 4, C, carries -0.40; number 5, C, carries -0.01; number 6, C, carries -0.09; number 7, N, carries 0.02; number 8, H, carries 0.08; number 9, H, carries 0.08; number 10, H, carries 0.08; number 11, H, carries 0.11; number 12, H, carries 0.14; number 13, H, carries 0.08; number 14, H, carries 0.07; number 15, H, carries 0.07; number 16, H, carries 0.13

---

# 2
C30H45BBiN8OP | wB97M-V/def2-TZVPD

The HOMO-LUMO gap (spin up / spin down) comes out at 0.268 / 0.134 hartree. Its expectation value of S² is 0.76.

```
! wB97M-V def2-TZVPD RIJCOSX def2/J DEFGRID3
* xyz 3 2
Bi -1.785 0.391 -0.329
C -4.590 2.813 2.080
C -3.698 1.762 1.939
N -3.045 1.879 0.773
N -3.499 3.000 0.146
C -4.441 3.562 0.931
B -3.045 3.341 -1.308
N -3.584 2.200 -2.222
C -4.486 2.182 -3.225
C -4.668 0.880 -3.651
C -3.835 0.118 -2.854
N -3.180 0.915 -1.993
N -1.476 3.300 -1.382
C -0.623 4.256 -1.797
C 0.674 3.787 -1.709
C 0.556 2.497 -1.226
N -0.741 2.208 -1.035
N -3.512 4.748 -1.719
C -3.429 5.850 -1.019
C -3.724 6.957 -1.903
C -3.958 6.357 -3.157
N -3.832 5.058 -3.058
H -5.259 2.997 2.904
H -3.492 0.942 2.611
H -4.958 4.465 0.649
H -4.929 3.093 -3.582
H -5.316 0.533 -4.437
H -3.677 -0.951 -2.844
H -0.969 5.216 -2.142
H 1.576 4.322 -1.954
H 1.320 1.761 -1.019
H -3.168 5.850 0.031
H -3.765 8.010 -1.657
H -4.210 6.827 -4.095
O -0.642 -1.812 0.223
P 0.667 -2.218 0.906
C 2.010 -1.340 -0.016
C 1.688 -1.387 -1.524
C 2.617 -0.464 -2.345
C 3.923 -0.146 -1.611
C 4.423 -1.379 -0.862
C 3.446 -1.819 0.246
C 0.652 -4.055 0.993
C 0.661 -4.721 -0.392
C 2.055 -5.052 -0.918
C 2.866 -5.875 0.082
C 2.924 -5.231 1.467
C 1.560 -4.791 1.991
C 0.553 -1.679 2.672
C -0.474 -0.545 2.836
C 0.096 0.830 2.487
C 1.320 1.119 3.354
C 2.401 0.061 3.136
C 1.881 -1.360 3.381
H 1.905 -0.302 0.325
H 0.640 -1.126 -1.691
H 1.803 -2.412 -1.876
H 2.099 0.464 -2.606
H 2.850 -0.963 -3.286
H 3.790 0.681 -0.901
H 4.677 0.170 -2.331
H 5.396 -1.172 -0.420
H 4.563 -2.183 -1.589
H 3.793 -1.444 1.210
H 3.456 -2.901 0.310
H -0.377 -4.120 1.375
H 0.101 -4.112 -1.106
H 0.113 -5.663 -0.295
H 2.608 -4.135 -1.145
H 1.963 -5.593 -1.861
H 3.876 -6.034 -0.295
H 2.418 -6.870 0.168
H 3.605 -4.377 1.431
H 3.366 -5.926 2.180
H 1.685 -4.213 2.910
H 1.014 -5.691 2.288
H 0.113 -2.569 3.134
H -0.792 -0.527 3.882
H -1.360 -0.780 2.234
H -0.666 1.602 2.652
H 0.383 0.866 1.417
H 1.008 1.115 4.402
H 1.722 2.110 3.136
H 3.234 0.247 3.813
H 2.794 0.163 2.121
H 1.712 -1.479 4.455
H 2.646 -2.090 3.109
*
```

Computed Löwdin charges, given in elementary charges: number 1, Bi, carries 2.07; number 2, C, carries 0.02; number 3, C, carries -0.07; number 4, N, carries -0.16; number 5, N, carries 0.02; number 6, C, carries -0.02; number 7, B, carries -0.60; number 8, N, carries 0.02; number 9, C, carries 0.00; number 10, C, carries 0.02; number 11, C, carries -0.07; number 12, N, carries -0.18; number 13, N, carries 0.03; number 14, C, carries 0.00; number 15, C, carries 0.02; number 16, C, carries -0.07; number 17, N, carries -0.16; number 18, N, carries 0.07; number 19, C, carries 0.05; number 20, C, carries 0.16; number 21, C, carries -0.02; number 22, N, carries 0.19; number 23, H, carries 0.13; number 24, H, carries 0.14; number 25, H, carries 0.14; number 26, H, carries 0.12; number 27, H, carries 0.13; number 28, H, carries 0.14; number 29, H, carries 0.14; number 30, H, carries 0.13; number 31, H, carries 0.11; number 32, H, carries 0.16; number 33, H, carries 0.15; number 34, H, carries 0.15; number 35, O, carries -0.59; number 36, P, carries 0.87; number 37, C, carries -0.34; number 38, C, carries -0.19; number 39, C, carries -0.18; number 40, C, carries -0.19; number 41, C, carries -0.16; number 42, C, carries -0.17; number 43, C, carries -0.33; number 44, C, carries -0.18; number 45, C, carries -0.19; number 46, C, carries -0.18; number 47, C, carries -0.19; number 48, C, carries -0.17; number 49, C, carries -0.33; number 50, C, carries -0.21; number 51, C, carries -0.24; number 52, C, carries -0.17; number 53, C, carries -0.18; number 54, C, carries -0.16; number 55, H, carries 0.08; number 56, H, carries 0.07; number 57, H, carries 0.10; number 58, H, carries 0.08; number 59, H, carries 0.12; number 60, H, carries 0.11; number 61, H, carries 0.12; number 62, H, carries 0.12; number 63, H, carries 0.12; number 64, H, carries 0.10; number 65, H, carries 0.07; number 66, H, carries 0.13; number 67, H, carries 0.10; number 68, H, carries 0.13; number 69, H, carries 0.08; number 70, H, carries 0.12; number 71, H, carries 0.12; number 72, H, carries 0.12; number 73, H, carries 0.09; number 74, H, carries 0.12; number 75, H, carries 0.10; number 76, H, carries 0.13; number 77, H, carries 0.12; number 78, H, carries 0.14; number 79, H, carries 0.05; number 80, H, carries 0.10; number 81, H, carries 0.05; number 82, H, carries 0.13; number 83, H, carries 0.12; number 84, H, carries 0.13; number 85, H, carries 0.09; number 86, H, carries 0.13; number 87, H, carries 0.11

---

It is found that the relative energy (zero: lowest compared OMol25 entry of this formula, charge and spin) values, taken in the order of the records, are 211.9, 29.0 kJ/mol.